A molecular structure, C50H52HfN4O2P2. Source: the OMol25 dataset; level of theory: the ωB97M-V functional and the def2-TZVPD basis.

Cartesian coordinates (Å):
Hf (-0.222, -0.490, 0.630)
C (1.069, -0.489, -3.629)
N (0.516, -0.289, -2.290)
P (-1.083, -0.879, -1.968)
C (-1.981, -0.648, -3.545)
C (-1.878, -1.543, -4.606)
C (-2.567, -1.302, -5.780)
C (-3.350, -0.165, -5.909)
C (-3.449, 0.734, -4.858)
C (-2.776, 0.489, -3.674)
C (-0.761, -2.679, -1.969)
C (-1.831, -3.549, -2.162)
C (-1.636, -4.916, -2.097)
C (-0.372, -5.425, -1.830)
C (0.693, -4.563, -1.612)
C (0.496, -3.193, -1.659)
P (0.811, 1.240, -1.481)
C (0.554, 2.460, -2.823)
C (-0.669, 3.123, -2.877)
C (-0.938, 4.007, -3.906)
C (0.018, 4.253, -4.877)
C (1.244, 3.609, -4.817)
C (1.514, 2.712, -3.801)
C (2.631, 1.220, -1.367)
C (3.292, 2.441, -1.259)
C (4.657, 2.473, -1.040)
C (5.368, 1.289, -0.912)
C (4.711, 0.073, -1.011)
C (3.346, 0.035, -1.222)
H (1.017, -1.547, -3.888)
H (2.113, -0.178, -3.629)
H (0.541, 0.082, -4.397)
H (-1.268, -2.430, -4.515)
H (-2.492, -2.004, -6.597)
H (-3.889, 0.015, -6.826)
H (-4.056, 1.621, -4.961)
H (-2.865, 1.179, -2.845)
H (-2.812, -3.149, -2.384)
H (-2.462, -5.588, -2.271)
H (-0.218, -6.492, -1.793)
H (1.675, -4.959, -1.408)
H (1.332, -2.524, -1.487)
H (-1.399, 2.963, -2.096)
H (-1.888, 4.516, -3.945)
H (-0.186, 4.948, -5.676)
H (1.996, 3.810, -5.563)
H (2.478, 2.229, -3.760)
H (2.731, 3.362, -1.342)
H (5.168, 3.419, -0.967)
H (6.432, 1.313, -0.740)
H (5.262, -0.849, -0.923)
H (2.838, -0.920, -1.291)
C (-1.113, -5.245, 1.722)
O (-2.276, -4.403, 1.661)
C (-2.138, -3.176, 1.252)
O (-1.078, -2.658, 0.865)
N (-3.272, -2.448, 1.290)
N (-3.190, -1.088, 0.924)
H (-1.459, -6.159, 2.195)
H (-0.331, -4.773, 2.322)
H (-0.750, -5.459, 0.715)
H (-4.136, -2.845, 1.642)
H (-3.521, -0.501, 1.694)
H (-3.809, -0.906, 0.130)
C (2.068, -3.849, 4.331)
N (1.212, -3.258, 3.314)
C (0.375, -2.212, 3.873)
C (1.925, -2.867, 2.094)
C (2.529, -1.474, 2.091)
C (3.739, -1.221, 2.737)
C (4.265, 0.058, 2.791)
C (3.582, 1.105, 2.195)
C (2.379, 0.862, 1.555)
C (1.832, -0.426, 1.472)
H (1.441, -4.274, 5.113)
H (2.751, -3.126, 4.789)
H (2.652, -4.654, 3.888)
H (-0.210, -2.635, 4.691)
H (-0.321, -1.826, 3.110)
H (0.954, -1.370, 4.277)
H (1.203, -2.936, 1.261)
H (2.698, -3.619, 1.921)
H (4.275, -2.030, 3.208)
H (5.190, 0.244, 3.315)
H (3.975, 2.108, 2.225)
H (1.842, 1.709, 1.124)
C (0.295, 5.258, 4.784)
C (-0.532, 5.147, 3.676)
C (-0.755, 3.915, 3.092)
C (-0.172, 2.759, 3.621)
C (0.657, 2.887, 4.741)
C (0.889, 4.123, 5.315)
C (-0.247, 1.459, 2.967)
C (-1.068, 1.024, 1.981)
C (-2.317, 1.716, 1.645)
C (-2.719, 1.918, 0.319)
C (-3.921, 2.544, 0.033)
C (-4.752, 2.960, 1.062)
C (-4.379, 2.744, 2.381)
C (-3.184, 2.118, 2.671)
H (0.479, 6.227, 5.223)
H (-1.001, 6.028, 3.264)
H (-1.363, 3.854, 2.203)
H (1.122, 2.003, 5.156)
H (1.534, 4.211, 6.175)
H (0.545, 0.792, 3.310)
H (-2.042, 1.601, -0.478)
H (-4.219, 2.728, -0.990)
H (-5.689, 3.448, 0.842)
H (-5.016, 3.089, 3.180)
H (-2.883, 1.955, 3.694)

Results
**HOMO energy**: -0.45874 Eh
**Charge**: +2
**Orbital gap**: 6.859 eV
**Energy above the lowest of the compared OMol25 structures with the same formula, charge and spin**: 46.20 kJ/mol

Atomic partial charges in e from the Mulliken method, atoms 1 to 2:
1. Hf -0.581
2. C -1.359